Arrangement one

ORCA calculation (ωB97M-V/def2-TZVPD) on a 2-piece molecular cluster, C3H8OS2 overall.

Last column: natural (NBO) charge in e.
Positions of all 14 atoms, in Å:
C -0.154 0.060 3.903  -0.736
S -0.189 -0.361 2.125  0.076
S 1.153 -1.962 2.188  -0.151
H -1.141 0.289 4.278  0.226
H 0.223 -0.771 4.490  0.231
H 0.518 0.899 4.004  0.218
H 1.931 -1.566 1.171  0.136
C -0.058 -0.484 -3.221  -0.497
C -0.248 0.814 -3.298  0.128
O -1.453 1.402 -3.040  -0.685
H 0.948 -0.862 -3.380  0.204
H -0.832 -1.198 -2.963  0.209
H 0.591 1.455 -3.556  0.163
H -1.287 2.285 -2.700  0.478

Computed properties:
highest occupied orbital energy	-8.494	eV
lowest unoccupied orbital energy	0.462	eV
structure (SMILES)	C=CO.CSS

=====

Arrangement two

ORCA calculation (ωB97M-V/def2-TZVPD) on a 2-piece molecular cluster, C3H8OS2 overall.

Last column: natural (NBO) charge in e.
Positions of all 14 atoms, in Å:
C -1.622 0.730 0.701  -0.645
C 0.950 0.490 -1.495  -0.782
C -0.607 -0.346 0.773  -0.521
O 0.853 1.958 0.779  -0.975
S 4.267 0.078 0.044  -0.075
S 1.072 0.576 0.386  1.215
H -1.182 1.522 1.337  0.252
H -1.623 1.058 -0.335  0.205
H -2.596 0.336 1.045  0.223
H 0.946 -0.611 -1.540  0.223
H -0.046 1.058 -1.703  0.226
H 1.752 1.014 -1.896  0.239
H -0.692 -1.123 0.011  0.203
H -0.540 -0.840 1.675  0.213

Computed properties:
highest occupied orbital energy (alpha / beta)	-9.004 / -9.002	eV
lowest unoccupied orbital energy (alpha / beta)	-2.509 / -2.529	eV

=====

Arrangement three

ORCA calculation (ωB97M-V/def2-TZVPD) on a 2-piece molecular cluster, C3H8OS2 overall.

Last column: natural (NBO) charge in e.
Positions of all 14 atoms, in Å:
C -0.335 3.691 2.452  -0.753
S -0.769 2.079 1.749  0.071
S -0.291 0.712 3.244  -0.136
H -1.241 4.177 2.775  0.220
H 0.248 4.226 1.709  0.227
H 0.224 3.591 3.378  0.238
H 0.733 0.187 2.560  0.134
C 0.738 -3.526 -2.726  -0.502
C -0.138 -2.553 -2.547  0.135
O 0.209 -1.349 -2.019  -0.695
H 0.429 -4.444 -3.193  0.209
H 1.684 -3.423 -2.200  0.208
H -1.190 -2.721 -2.751  0.161
H -0.302 -0.647 -2.430  0.483

Computed properties:
highest occupied orbital energy	-8.848	eV
lowest unoccupied orbital energy	0.532	eV
structure (SMILES)	C=CO.CSS

=====

Arrangement four

ORCA calculation (ωB97M-V/def2-TZVPD) on a 2-piece molecular cluster, C3H8OS2 overall.

Last column: natural (NBO) charge in e.
Positions of all 14 atoms, in Å:
C 3.329 0.381 -0.587  -0.384
C -2.571 -1.601 0.617  -0.789
C 2.028 0.267 -0.897  -0.385
O -1.395 2.263 0.544  -0.868
S -1.105 -0.752 -0.015  0.094
S -0.952 0.815 1.206  0.387
H 3.733 1.038 0.052  0.190
H 3.979 -0.461 -0.877  0.187
H -0.842 2.618 -0.137  0.486
H -2.372 -2.638 0.703  0.227
H -3.543 -1.466 -0.001  0.222
H -3.057 -1.065 1.469  0.251
H 1.326 1.059 -0.511  0.171
H 1.443 -0.458 -1.565  0.210

Computed properties:
highest occupied orbital energy	-8.802	eV
lowest unoccupied orbital energy	0.670	eV
structure (SMILES)	CSSO.C=C

=====

Least stable structure: arrangement two

=====

Arrangement one

ORCA calculation (ωB97M-V/def2-TZVPD) on the molecule C3H8OS2.

Last column: natural (NBO) charge in e.
Positions of all 14 atoms, in Å:
C 0.292 -0.675 -0.438  -0.458
C -1.240 -0.570 -0.548  -0.045
O -1.888 -1.238 0.486  -0.727
C 1.044 0.606 -0.818  -0.538
S 1.893 1.523 0.520  0.091
S 1.269 0.847 2.254  -0.119
H 0.651 -1.506 -1.050  0.214
H 0.537 -1.017 0.568  0.232
H -1.391 0.513 -0.528  0.142
H -1.656 -0.879 -1.508  0.184
H -1.793 -0.897 1.375  0.478
H 0.326 1.304 -1.241  0.208
H 1.770 0.379 -1.593  0.230
H 0.187 1.610 2.520  0.109

Computed properties:
highest occupied orbital energy	-9.196	eV
lowest unoccupied orbital energy	0.460	eV
structure (SMILES)	OCCCSS

=====

Arrangement two

ORCA calculation (ωB97M-V/def2-TZVPD) on a 3-piece molecular cluster, C3H8OS2 overall.

Last column: natural (NBO) charge in e.
Positions of all 14 atoms, in Å:
C -0.285 0.273 -0.446  -0.465
C 0.671 0.684 0.661  0.012
O 0.675 -0.273 1.690  -0.732
C -0.149 -1.164 -1.070  -0.608
S -0.717 -1.490 -2.694  0.064
S 0.752 2.298 3.218  -0.090
H -1.295 0.732 -0.341  0.243
H 0.031 0.839 -1.395  0.221
H 0.557 1.518 1.319  0.139
H 1.691 0.903 0.411  0.186
H 0.661 0.356 2.518  0.465
H 0.847 -1.699 -1.006  0.258
H -0.738 -1.982 -0.584  0.237
H -2.701 -0.996 -2.280  0.071

Computed properties:
highest occupied orbital energy	-9.197	eV
lowest unoccupied orbital energy	-3.972	eV

=====

Least stable structure: arrangement two

=====

Arrangement one

ORCA calculation (ωB97M-V/def2-TZVPD) on the molecule C2H4NPS.

Last column: natural (NBO) charge in e.
Positions of all 9 atoms, in Å:
C -0.361 -0.733 0.027  -0.252
C -0.392 0.852 -0.055  -0.566
N 0.985 -1.228 0.178  -0.899
P 2.337 -0.609 0.147  1.091
S 1.257 1.653 -0.317  -0.265
H -0.981 -1.059 0.938  0.226
H -0.853 -1.265 -0.953  0.221
H -1.214 1.062 -0.826  0.229
H -0.778 1.326 0.862  0.216

Computed properties:
highest occupied orbital energy	-8.413	eV
lowest unoccupied orbital energy	-0.461	eV
structure (SMILES)	C1CSP=N1

=====

Arrangement two

ORCA calculation (ωB97M-V/def2-TZVPD) on the molecule C2H4NPS.

Last column: natural (NBO) charge in e.
Positions of all 9 atoms, in Å:
C -0.730 1.230 0.138  -0.412
C 0.084 -1.380 -0.107  -0.933
N 1.349 1.107 -0.021  -0.920
P 1.702 -0.370 -0.156  0.998
S -1.170 -0.323 0.641  0.307
H -0.678 2.111 0.843  0.254
H -0.887 1.508 -0.837  0.191
H 0.062 -1.800 -1.221  0.255
H 0.268 -2.084 0.720  0.259

Computed properties:
highest occupied orbital energy	-9.045	eV
lowest unoccupied orbital energy	0.226	eV

=====

Least stable structure: arrangement two